Formula: C5H12OS
Source: the Open Molecules 2025 dataset
Level of theory: ωB97M-V/def2-TZVPD

Computed properties:
SMILES: C1CCSCC1.O
Multiplicity: 1
Energy above the lowest of the compared OMol25 structures with the same formula, charge and spin, kcal/mol: 6.9
Total charge: 0
Orbital gap, eV: 9.2
Molecular weight, g mol⁻¹: 120.22
Total energy, Ha: -671.12218
HOMO energy, eV: -8.51

Structure (XYZ):
```
19
Properties=species:S:1:pos:R:3:forces:R:3:nbo_charge:R:1
C -1.5346 0.2329 -0.6434 0.16 0.43 0.51 -0.3962
C -1.3925 -1.2657 -0.1128 -1.04 1.42 -1.39 -0.4174
C -1.0788 -1.3170 1.3510 0.09 -1.14 0.56 -0.5426
S 0.5397 -0.5863 1.6759 -0.47 0.53 0.45 0.1985
C 0.1218 1.1056 1.1994 0.26 0.51 -0.87 -0.5426
C -0.3733 1.1791 -0.2677 1.06 -0.86 -0.37 -0.4132
H -2.4337 0.7315 -0.2329 -0.08 -0.80 -0.15 0.1909
H -1.6156 0.2482 -1.7473 -0.14 -0.14 0.56 0.2129
H -0.6508 -1.8838 -0.6542 -0.28 0.65 0.01 0.2120
H -2.3988 -1.6585 -0.3546 0.47 -0.35 0.38 0.2099
H -0.9110 -2.3728 1.6381 -0.34 0.40 0.02 0.2266
H -1.9021 -0.9244 1.9783 0.59 0.07 -0.18 0.2139
H 1.0751 1.6654 1.2587 -0.49 -0.18 0.09 0.2287
H -0.6082 1.6134 1.8587 0.32 -0.55 -0.01 0.2069
H -0.5171 2.2523 -0.4976 -0.39 -0.61 -0.17 0.2093
H 0.4114 0.7918 -0.9458 0.32 0.62 0.54 0.2021
O 4.1366 0.2538 -2.0409 0.89 -0.58 0.63 -0.9418
H 5.0841 0.1472 -2.2839 -1.02 0.09 0.30 0.4696
H 4.0475 -0.2128 -1.1791 0.11 0.48 -0.91 0.4723
```
Positions in Å, forces in eV/Å.

Formula: C5H12OS
Source: the Open Molecules 2025 dataset
Level of theory: ωB97M-V/def2-TZVPD

Computed properties:
SMILES: C1CCSCC1.O
Multiplicity: 1
Energy above the lowest of the compared OMol25 structures with the same formula, charge and spin, kcal/mol: 4.9
Total charge: 0
Orbital gap, eV: 9.0
Molecular weight, g mol⁻¹: 120.22
Total energy, Ha: -671.12536
HOMO energy, eV: -8.25

Structure (XYZ):
```
19
Properties=species:S:1:pos:R:3:forces:R:3:nbo_charge:R:1
C -0.5028 1.0453 -0.3088 0.39 0.08 -0.11 -0.4037
C 0.2124 -0.0231 0.5489 -0.26 -1.47 0.05 -0.4169
C -0.1863 -1.5065 0.1536 -0.72 0.41 -0.31 -0.5190
S -2.0096 -1.7906 0.0575 0.91 -0.74 0.64 0.1857
C -2.4705 -0.4764 -1.0257 -0.22 0.54 -0.48 -0.5573
C -2.0005 0.8609 -0.4420 -1.15 0.19 0.04 -0.4059
H -0.1055 1.1132 -1.3398 0.19 -0.12 0.49 0.1969
H -0.4232 2.0499 0.1494 0.54 -0.47 -0.19 0.2135
H -0.0528 0.1456 1.6103 0.11 -0.17 -0.45 0.2063
H 1.3169 -0.0487 0.4779 -0.47 0.63 -0.05 0.2188
H 0.1425 -2.2979 0.8543 0.13 0.72 -0.22 0.2309
H 0.1868 -1.7729 -0.8540 0.11 0.27 0.50 0.2042
H -3.5713 -0.5923 -1.0460 0.45 0.50 -0.16 0.2324
H -2.0982 -0.6168 -2.0587 -0.07 -0.04 0.42 0.2048
H -2.3449 1.7043 -1.0709 -0.12 -0.38 0.23 0.2052
H -2.4826 0.9615 0.5494 0.19 0.06 -0.37 0.2036
O 5.1982 0.1225 1.3201 0.80 0.90 -0.23 -0.9407
H 6.1223 0.0302 0.9949 -1.00 0.14 0.35 0.4708
H 5.0693 1.0918 1.4295 0.18 -1.04 -0.13 0.4703
```
Positions in Å, forces in eV/Å.

Formula: C5H12S
Source: the Open Molecules 2025 dataset
Level of theory: ωB97M-V/def2-TZVPD

Computed properties:
SMILES: C#[S@@H](C)CCC
Multiplicity: 1
Energy above the lowest of the compared OMol25 structures with the same formula, charge and spin, kcal/mol: 196.8
Total charge: 0
Orbital gap, eV: 7.9
Molecular weight, g mol⁻¹: 104.22
Total energy, Ha: -595.56843
HOMO energy, eV: -7.54

Structure (XYZ):
```
18
Properties=species:S:1:pos:R:3:forces:R:3:nbo_charge:R:1
C 0.0153 -2.7462 -0.0305 1.67 1.33 0.04 -0.8290
S 0.5923 -1.4075 -0.6292 -1.90 1.00 -2.77 0.9248
C 1.5919 -0.5786 -2.2534 -0.38 -0.70 -0.90 -0.7810
C -0.2737 0.5064 -0.2040 0.04 -1.29 0.51 -0.5902
C -0.8218 0.1497 1.1331 -1.02 2.31 1.59 -0.4461
C -1.1070 1.5531 1.7404 -1.05 1.19 0.74 -0.6174
H -0.7812 -3.1957 -0.5448 -1.12 -0.61 -0.70 0.1957
H 1.5613 -0.9683 0.0457 1.95 0.31 1.79 0.0422
H 0.9499 -0.1800 -3.0575 -0.41 -0.07 0.86 0.2162
H 1.9869 0.2216 -1.6423 0.29 0.28 -0.14 0.1986
H 2.3720 -1.0965 -2.8774 -0.46 -0.15 1.40 0.2221
H -1.0095 1.1800 -0.6248 -0.30 -0.62 -1.50 0.2203
H 0.5137 1.1991 0.0615 1.08 -0.20 -0.51 0.1847
H -1.9032 -0.1419 1.2378 1.49 -1.62 -0.59 0.2329
H 0.0197 -0.2958 1.7629 -1.86 -0.05 -0.45 0.2126
H -1.4899 1.4142 2.7329 0.66 -0.14 1.19 0.2115
H -0.2140 2.1684 1.7042 0.03 0.32 0.42 0.1918
H -2.0027 2.2181 1.4455 1.33 -1.29 -1.00 0.2104
```
Positions in Å, forces in eV/Å.

Formula: C5H12S
Source: the Open Molecules 2025 dataset
Level of theory: ωB97M-V/def2-TZVPD

Computed properties:
SMILES: CCCSCC
Multiplicity: 1
Energy above the lowest of the compared OMol25 structures with the same formula, charge and spin, kcal/mol: 27.8
Total charge: 0
Orbital gap, eV: 9.4
Molecular weight, g mol⁻¹: 104.22
Total energy, Ha: -595.83768
HOMO energy, eV: -8.25

Structure (XYZ):
```
18
Properties=species:S:1:pos:R:3:forces:R:3:nbo_charge:R:1
C 3.3508 0.4656 -0.0230 1.60 0.70 0.58 -0.6258
C 2.0500 -0.3705 -0.1425 0.92 1.73 -0.49 -0.4215
C 0.7638 0.1899 0.4480 1.25 -2.00 3.69 -0.5138
S -0.6848 -0.7189 -0.0652 1.02 -1.39 -0.09 0.2283
C -1.7603 0.5897 -0.4176 -1.61 1.86 -1.24 -0.5710
C -3.1595 0.2539 0.1993 0.40 2.69 0.65 -0.6205
H 3.4810 1.3654 -0.7137 -0.87 -1.04 0.94 0.2089
H 3.7030 0.7631 0.9829 -0.98 0.31 -0.07 0.2059
H 4.2630 -0.1044 -0.2559 -0.55 -0.53 -0.54 0.2176
H 2.1443 -1.3570 0.2106 0.60 -1.25 0.63 0.2056
H 2.0315 -0.4576 -1.2082 -0.98 -0.26 -0.87 0.2081
H 0.8229 0.0716 1.6911 0.03 0.56 -3.20 0.2001
H 0.6311 1.1953 0.2319 -0.22 1.90 -0.39 0.2079
H -1.8127 0.8554 -1.5227 -0.10 -0.66 1.11 0.2103
H -1.3660 1.5586 0.0174 -0.63 -1.19 -0.04 0.2168
H -3.6963 1.2518 0.1302 -0.05 -1.34 -0.04 0.2055
H -2.9283 0.1552 1.2832 -0.56 -0.42 -0.65 0.2139
H -3.7866 -0.5663 -0.1897 0.73 0.36 0.01 0.2236
```
Positions in Å, forces in eV/Å.

Formula: C5H12S2
Source: the Open Molecules 2025 dataset
Level of theory: ωB97M-V/def2-TZVPD

Computed properties:
SMILES: CCCSSCC
Multiplicity: 1
Energy above the lowest of the compared OMol25 structures with the same formula, charge and spin, kcal/mol: 25.1
Total charge: 0
Orbital gap, eV: 8.9
Molecular weight, g mol⁻¹: 136.29
Total energy, Ha: -994.03721
HOMO energy, eV: -8.12

Structure (XYZ):
```
19
Properties=species:S:1:pos:R:3:forces:R:3:nbo_charge:R:1
C 2.6033 1.1497 -1.8103 -0.31 2.18 0.54 -0.6167
C 1.7001 0.0519 -2.3417 1.14 -1.27 1.48 -0.4243
C 1.0841 -0.8035 -1.1795 -0.78 0.83 0.21 -0.4896
S -0.7605 -0.6241 -0.9240 0.30 0.37 0.45 0.0336
S -1.1067 -1.3337 1.0238 0.26 0.10 -0.12 0.0403
C -2.1979 0.0308 1.6485 -0.14 -1.61 0.41 -0.5096
C -2.6820 -0.1939 3.0815 -0.84 -0.74 0.11 -0.6257
H 2.0111 2.0807 -1.9473 0.45 -0.18 0.56 0.2048
H 3.5001 1.3747 -2.4357 -0.43 -0.66 0.67 0.2156
H 2.8262 1.0781 -0.7013 0.09 -0.06 -1.44 0.2102
H 2.4070 -0.6926 -2.7873 -1.11 0.63 -0.61 0.2120
H 0.9563 0.5414 -2.9810 0.18 -0.91 -0.25 0.2240
H 1.0918 -1.8031 -1.4755 0.40 -1.67 -0.57 0.2036
H 1.6380 -0.7858 -0.2267 -0.32 0.56 -0.33 0.2236
H -1.5687 0.8981 1.7018 -0.31 0.80 -0.98 0.2252
H -3.0500 -0.1322 0.9650 0.42 1.44 0.22 0.2287
H -1.8764 -0.3395 3.7815 0.56 0.45 0.26 0.2116
H -3.2339 -1.1431 3.1905 -0.18 0.42 -0.28 0.2104
H -3.3420 0.6462 3.4177 0.62 -0.69 -0.33 0.2223
```
Positions in Å, forces in eV/Å.

Formula: C5H12Si
Source: the Open Molecules 2025 dataset
Level of theory: ωB97M-V/def2-TZVPD

Computed properties:
Multiplicity: 1
Energy above the lowest of the compared OMol25 structures with the same formula, charge and spin, kcal/mol: 93.6
Total charge: 0
Orbital gap (alpha / beta), eV: 7.5 / 7.8
Molecular weight, g mol⁻¹: 100.24
Total energy, Ha: -487.02671
HOMO energy (alpha / beta), eV: -7.23 / -7.69

Structure (XYZ):
```
18
Properties=species:S:1:pos:R:3:forces:R:3:nbo_charge:R:1
C -3.0375 0.4253 1.0109 -0.29 -2.16 -1.09 -0.3663
C -1.8975 -0.2834 0.8225 1.23 0.82 1.40 -0.6355
C 2.7331 -0.3128 0.3662 2.88 -0.76 2.01 -0.6747
C -0.4771 1.4299 -1.5898 -1.09 -0.12 1.06 -1.1011
C 1.7850 -1.4291 0.6276 -3.76 1.88 1.14 -0.4514
Si -0.6519 -0.2595 -0.6527 0.66 -0.19 0.73 1.0928
H -3.7482 0.2580 1.8325 0.88 0.41 0.26 0.2007
H -3.5751 0.7728 0.1291 0.34 0.55 0.02 0.1840
H -1.3496 -0.7230 1.7344 -1.29 0.35 -1.21 0.2165
H 3.4648 -0.5225 -0.4355 -0.48 -0.28 0.21 0.2128
H 2.3866 0.6615 0.1427 -0.81 0.87 0.08 0.2113
H 3.4062 -0.2179 1.3203 -0.92 0.14 -1.48 0.1976
H -0.4610 1.2731 -2.6321 0.51 -0.63 -1.35 0.2383
H -1.2838 2.1829 -1.5373 -0.08 -0.57 0.73 0.2469
H 0.3981 1.9682 -1.3031 0.86 0.25 0.21 0.2371
H 1.2088 -1.5509 1.6502 1.55 0.53 -2.11 0.1989
H 1.9901 -2.3489 0.1663 0.07 -1.11 -0.63 0.1810
H -0.8908 -1.3236 -1.6522 -0.25 0.03 0.02 -0.1890
```
Positions in Å, forces in eV/Å.

Please write out number 3 again, unchanged.
Formula: C5H12S
Source: the Open Molecules 2025 dataset
Level of theory: ωB97M-V/def2-TZVPD

Computed properties:
SMILES: C#[S@@H](C)CCC
Multiplicity: 1
Energy above the lowest of the compared OMol25 structures with the same formula, charge and spin, kcal/mol: 196.8
Total charge: 0
Orbital gap, eV: 7.9
Molecular weight, g mol⁻¹: 104.22
Total energy, Ha: -595.56843
HOMO energy, eV: -7.54

Structure (XYZ):
```
18
Properties=species:S:1:pos:R:3:forces:R:3:nbo_charge:R:1
C 0.0153 -2.7462 -0.0305 1.67 1.33 0.04 -0.8290
S 0.5923 -1.4075 -0.6292 -1.90 1.00 -2.77 0.9248
C 1.5919 -0.5786 -2.2534 -0.38 -0.70 -0.90 -0.7810
C -0.2737 0.5064 -0.2040 0.04 -1.29 0.51 -0.5902
C -0.8218 0.1497 1.1331 -1.02 2.31 1.59 -0.4461
C -1.1070 1.5531 1.7404 -1.05 1.19 0.74 -0.6174
H -0.7812 -3.1957 -0.5448 -1.12 -0.61 -0.70 0.1957
H 1.5613 -0.9683 0.0457 1.95 0.31 1.79 0.0422
H 0.9499 -0.1800 -3.0575 -0.41 -0.07 0.86 0.2162
H 1.9869 0.2216 -1.6423 0.29 0.28 -0.14 0.1986
H 2.3720 -1.0965 -2.8774 -0.46 -0.15 1.40 0.2221
H -1.0095 1.1800 -0.6248 -0.30 -0.62 -1.50 0.2203
H 0.5137 1.1991 0.0615 1.08 -0.20 -0.51 0.1847
H -1.9032 -0.1419 1.2378 1.49 -1.62 -0.59 0.2329
H 0.0197 -0.2958 1.7629 -1.86 -0.05 -0.45 0.2126
H -1.4899 1.4142 2.7329 0.66 -0.14 1.19 0.2115
H -0.2140 2.1684 1.7042 0.03 0.32 0.42 0.1918
H -2.0027 2.2181 1.4455 1.33 -1.29 -1.00 0.2104
```
Positions in Å, forces in eV/Å.

Please write out number 1 again, unchanged.
Formula: C5H12OS
Source: the Open Molecules 2025 dataset
Level of theory: ωB97M-V/def2-TZVPD

Computed properties:
SMILES: C1CCSCC1.O
Multiplicity: 1
Energy above the lowest of the compared OMol25 structures with the same formula, charge and spin, kcal/mol: 6.9
Total charge: 0
Orbital gap, eV: 9.2
Molecular weight, g mol⁻¹: 120.22
Total energy, Ha: -671.12218
HOMO energy, eV: -8.51

Structure (XYZ):
```
19
Properties=species:S:1:pos:R:3:forces:R:3:nbo_charge:R:1
C -1.5346 0.2329 -0.6434 0.16 0.43 0.51 -0.3962
C -1.3925 -1.2657 -0.1128 -1.04 1.42 -1.39 -0.4174
C -1.0788 -1.3170 1.3510 0.09 -1.14 0.56 -0.5426
S 0.5397 -0.5863 1.6759 -0.47 0.53 0.45 0.1985
C 0.1218 1.1056 1.1994 0.26 0.51 -0.87 -0.5426
C -0.3733 1.1791 -0.2677 1.06 -0.86 -0.37 -0.4132
H -2.4337 0.7315 -0.2329 -0.08 -0.80 -0.15 0.1909
H -1.6156 0.2482 -1.7473 -0.14 -0.14 0.56 0.2129
H -0.6508 -1.8838 -0.6542 -0.28 0.65 0.01 0.2120
H -2.3988 -1.6585 -0.3546 0.47 -0.35 0.38 0.2099
H -0.9110 -2.3728 1.6381 -0.34 0.40 0.02 0.2266
H -1.9021 -0.9244 1.9783 0.59 0.07 -0.18 0.2139
H 1.0751 1.6654 1.2587 -0.49 -0.18 0.09 0.2287
H -0.6082 1.6134 1.8587 0.32 -0.55 -0.01 0.2069
H -0.5171 2.2523 -0.4976 -0.39 -0.61 -0.17 0.2093
H 0.4114 0.7918 -0.9458 0.32 0.62 0.54 0.2021
O 4.1366 0.2538 -2.0409 0.89 -0.58 0.63 -0.9418
H 5.0841 0.1472 -2.2839 -1.02 0.09 0.30 0.4696
H 4.0475 -0.2128 -1.1791 0.11 0.48 -0.91 0.4723
```
Positions in Å, forces in eV/Å.